# 1
Here is C28H37N3O5S in the gas phase from OMol25. Energies are from ωB97M-V/def2-TZVPD.

Frontier orbital gap (eV): 8.469
SMILES: COC(=O)c1ccc([C@@H](C(=O)NC2CCCCC2)N(CCN2CCOCC2)C(=O)Cc2cccs2)cc1
Energy above the lowest of the compared OMol25 structures with the same formula, charge and spin (eV): 1.654
Molar mass (g/mol): 527.69

The geometry in XYZ format:
```
74
Properties=species:S:1:pos:R:3:forces:R:3:lowdin_charge:R:1
S -4.6990 1.9303 0.3058 0.18 -0.57 -0.32 1.0284
O -1.1833 0.2244 0.4130 -0.09 -0.02 0.14 0.0893
O 2.2757 3.2102 5.6071 -0.22 -0.07 -0.36 -0.0446
O 0.7857 -1.2245 -1.4785 -0.15 -0.16 -0.42 0.0622
O -0.7861 0.1294 -6.3799 -0.10 -0.03 -0.05 -0.1323
O 4.2068 2.0948 5.3788 -0.12 0.05 -0.04 0.1137
N 1.0832 -1.4417 0.7535 0.18 -0.24 0.20 0.1225
N -0.7635 1.3710 -3.7842 0.10 -0.12 -0.15 -0.1889
N 0.1682 1.5055 -0.8292 0.37 -0.17 0.16 -0.0108
C 2.9975 0.8543 1.5419 -0.16 0.11 -0.06 -0.0219
C -0.1379 -5.2141 2.3412 -0.04 -0.17 -0.30 -0.2116
C -3.5237 1.1155 -0.6726 -0.35 0.25 0.19 -0.5373
C 1.2405 -5.1047 1.6956 0.02 0.11 0.34 -0.2021
C -0.5014 1.5037 -6.2474 -0.08 0.30 0.16 -0.1967
C 0.9969 -0.7427 -0.3829 0.48 0.36 0.30 -0.4390
C 3.1355 2.4298 4.9342 0.25 0.00 0.27 -0.4589
C 0.6606 -2.8270 0.8377 0.06 -0.03 0.17 -0.3089
C -1.1595 2.0839 -4.9885 0.09 -0.10 -0.28 -0.1584
C 1.3718 2.4281 3.1400 0.20 -0.01 0.15 0.0099
C -5.1741 -0.4812 -0.3937 -0.15 -0.03 0.06 -0.1870
C -0.3512 -0.5910 -5.2419 -0.10 -0.07 0.33 -0.1795
C -2.2566 1.7870 -1.0728 -0.13 -0.27 0.15 -0.1013
C 2.7003 3.6285 6.8947 0.28 0.02 0.34 -0.0469
C -1.0012 -0.0567 -3.9624 0.10 -0.21 -0.24 -0.1549
C 2.6236 2.0337 3.6015 -0.13 -0.10 -0.31 -0.1229
C 1.6859 -3.6466 1.6197 -0.09 -0.18 -0.38 -0.1507
C -3.9189 -0.1538 -0.9551 0.08 0.27 -0.04 -0.1331
C -1.0613 1.0895 -0.4340 -0.25 0.39 -0.11 -0.4296
C -5.7160 0.5437 0.3089 0.06 0.37 0.15 -0.4234
C -1.1587 -4.3845 1.5672 0.05 0.10 0.35 -0.1975
C 1.7404 1.2430 1.0761 0.17 0.22 0.18 -0.1684
C 0.5558 1.7133 -3.2725 -0.05 0.33 0.33 -0.1531
C 0.9370 2.0353 1.8878 0.03 -0.10 -0.16 0.0051
C 0.4349 2.4286 -1.9110 0.18 -0.01 -0.54 -0.1106
C 3.4349 1.2416 2.7901 -0.01 0.11 0.23 0.0033
C 1.3116 0.7794 -0.2902 -0.37 -0.30 -0.08 -0.1359
C -0.7147 -2.9275 1.4982 -0.05 -0.12 -0.43 -0.1423
H 0.6017 -3.1913 -0.1929 0.00 0.01 0.12 0.1526
H 1.2011 -5.5211 0.6868 0.04 -0.07 -0.06 0.1147
H 4.4053 0.9463 3.1591 0.08 -0.02 0.03 0.1212
H -0.0370 2.3444 1.5442 -0.08 0.01 -0.03 0.1139
H 3.6281 0.2410 0.9146 0.09 -0.08 -0.06 0.1239
H 1.1544 0.8088 -3.1346 0.07 0.04 -0.04 0.1159
H 0.7432 3.0418 3.7653 -0.06 0.04 0.04 0.1191
H 2.6620 -3.5754 1.1359 0.03 0.08 0.03 0.1154
H -3.3262 -0.8348 -1.5391 0.17 -0.14 -0.11 0.1128
H 1.7779 -3.2370 2.6288 0.04 0.06 0.09 0.1195
H -0.9130 3.1422 -4.8828 -0.05 0.04 -0.03 0.1231
H -1.4282 -2.3246 0.9353 0.00 0.07 0.05 0.1097
H -0.4511 -6.2596 2.3690 -0.01 -0.02 0.09 0.1064
H -6.6503 0.5795 0.8329 -0.21 -0.06 0.08 0.0557
H 1.9679 -5.6829 2.2688 0.03 -0.06 -0.08 0.1076
H 1.8949 4.2367 7.2983 0.03 -0.03 -0.04 0.0933
H 1.0907 2.3759 -3.9612 0.03 -0.05 -0.03 0.1204
H -1.2570 -4.7819 0.5548 -0.06 -0.04 -0.07 0.1157
H 1.0880 -0.9291 1.6231 -0.02 0.06 -0.12 0.1431
H -2.1355 -4.4499 2.0497 -0.06 -0.03 -0.08 0.1090
H -2.2454 1.9845 -5.0847 0.01 0.10 -0.07 0.1268
H -0.6551 -2.5135 2.5080 -0.01 0.08 0.09 0.1254
H 2.8855 2.7624 7.5336 -0.02 0.10 -0.03 0.0979
H 0.7452 -0.5276 -5.1608 -0.05 -0.03 0.00 0.1260
H 3.6213 4.2107 6.8201 -0.09 -0.04 0.04 0.0979
H -0.3563 3.1759 -1.9622 0.08 0.03 -0.01 0.1219
H -0.6209 -0.5962 -3.0948 -0.05 -0.03 -0.02 0.0998
H 1.3731 2.9438 -1.6837 -0.08 0.05 0.05 0.1293
H -0.6337 -1.6297 -5.4154 0.08 0.00 0.06 0.1273
H -2.0844 -0.1993 -4.0292 -0.01 -0.09 -0.01 0.1259
H 2.1487 0.9269 -0.9828 -0.13 -0.05 0.07 0.1618
H -0.8908 1.9845 -7.1465 0.08 0.05 0.05 0.1245
H -5.6491 -1.4389 -0.5108 -0.11 -0.15 0.00 0.0992
H 0.5901 1.6551 -6.2044 -0.07 0.01 -0.03 0.1204
H -0.0849 -4.8535 3.3711 -0.01 -0.02 0.09 0.1127
H -2.2726 2.8315 -0.7521 0.11 0.05 -0.11 0.1194
H -2.1272 1.7461 -2.1578 0.01 0.18 0.11 0.1047
```
Positions in Å, forces in eV/Å.


# 2
Here is C4H4O3 in the gas phase from OMol25. Energies are from ωB97M-V/def2-TZVPD.

Frontier orbital gap (eV): 9.281
SMILES: O=CC(C=O)=CO
Energy above the lowest of the compared OMol25 structures with the same formula, charge and spin (eV): 2.231
Molar mass (g/mol): 100.07

The geometry in XYZ format:
```
11
Properties=species:S:1:pos:R:3:forces:R:3:lowdin_charge:R:1
O -0.0092 -2.0823 -0.6045 -0.18 -0.28 0.59 0.0795
O 1.7010 1.5565 -1.1013 0.09 -0.26 -0.13 0.0488
O -1.9151 0.5865 0.7666 0.39 -1.90 -0.10 0.0528
C 1.3109 0.4368 -0.8567 0.43 0.53 0.00 -0.2318
C 0.1557 0.1641 -0.0125 0.24 0.25 0.14 -0.1832
C -0.0677 -1.2690 0.2940 1.04 -0.32 -0.72 -0.2615
C -0.7451 1.0912 0.3761 0.71 -0.54 -0.12 -0.0825
H 1.7971 -0.4792 -1.2518 0.05 0.29 -0.06 0.1318
H -0.5605 2.1694 0.3844 -0.50 -0.39 -0.12 0.1556
H -1.7098 -0.4155 0.5598 -1.86 2.54 0.86 0.1397
H -0.0740 -1.5813 1.3684 -0.41 0.06 -0.32 0.1507
```
Positions in Å, forces in eV/Å.


Copy entry 2 word for word.
Here is C4H4O3 in the gas phase from OMol25. Energies are from ωB97M-V/def2-TZVPD.

Frontier orbital gap (eV): 9.281
SMILES: O=CC(C=O)=CO
Energy above the lowest of the compared OMol25 structures with the same formula, charge and spin (eV): 2.231
Molar mass (g/mol): 100.07

The geometry in XYZ format:
```
11
Properties=species:S:1:pos:R:3:forces:R:3:lowdin_charge:R:1
O -0.0092 -2.0823 -0.6045 -0.18 -0.28 0.59 0.0795
O 1.7010 1.5565 -1.1013 0.09 -0.26 -0.13 0.0488
O -1.9151 0.5865 0.7666 0.39 -1.90 -0.10 0.0528
C 1.3109 0.4368 -0.8567 0.43 0.53 0.00 -0.2318
C 0.1557 0.1641 -0.0125 0.24 0.25 0.14 -0.1832
C -0.0677 -1.2690 0.2940 1.04 -0.32 -0.72 -0.2615
C -0.7451 1.0912 0.3761 0.71 -0.54 -0.12 -0.0825
H 1.7971 -0.4792 -1.2518 0.05 0.29 -0.06 0.1318
H -0.5605 2.1694 0.3844 -0.50 -0.39 -0.12 0.1556
H -1.7098 -0.4155 0.5598 -1.86 2.54 0.86 0.1397
H -0.0740 -1.5813 1.3684 -0.41 0.06 -0.32 0.1507
```
Positions in Å, forces in eV/Å.